a.
Below is C4H9OP in the gas phase, with properties calculated with wB97M-V/def2-TZVPD.

Last column: Löwdin charge in e.
Atoms and positions in Å:
C (-0.82, 0.64, 1.30)  -0.18
C (-1.29, -0.68, 0.81)  -0.29
P (-0.84, -0.90, -1.41)  0.92
C (0.75, 0.18, -1.29)  -0.72
C (2.02, -0.33, -0.67)  -0.04
O (0.70, 1.26, -1.82)  -0.03
H (-0.96, 1.34, 0.59)  0.03
H (-1.44, 0.93, 2.01)  0.03
H (0.24, 0.60, 1.58)  0.08
H (-2.40, -0.77, 0.94)  0.07
H (-0.97, -1.54, 1.30)  0.01
H (-1.75, 0.19, -1.73)  -0.09
H (2.72, 0.15, -1.31)  0.08
H (2.03, 0.25, 0.28)  0.10
H (2.01, -1.32, -0.57)  0.02

Results
- Structure (SMILES): CCPC(C)=O
- 2S+1: 1
- Total charge: 0



b.
Below is C4H9OP in the gas phase, with properties calculated with wB97M-V/def2-TZVPD.

Last column: Löwdin charge in e.
Atoms and positions in Å:
C (-0.30, -0.22, 0.09)  -0.27
C (0.65, -1.24, -0.45)  -0.15
C (-1.09, 0.09, 1.36)  -0.16
C (1.96, -0.91, -1.10)  -0.13
O (-2.15, 1.02, 1.35)  -0.51
P (-2.26, 2.14, 0.16)  0.77
H (0.30, 0.67, -0.29)  0.10
H (-1.11, -0.29, -0.80)  0.15
H (0.40, -2.21, -0.22)  0.05
H (-1.39, -0.72, 2.00)  0.09
H (2.72, -0.34, -0.55)  0.07
H (1.78, -0.18, -1.87)  0.06
H (2.51, -1.83, -1.45)  0.09
H (-3.50, 2.63, 0.64)  -0.10
H (-1.57, 3.42, 0.77)  -0.06

Results
- 2S+1: 1
- Total charge: 0



What should be chosen as the least stable of them? Choose b.